ORCA calculation (ωB97M-V/def2-TZVPD) on a 15-piece molecular cluster, C66H171N9O30 overall.

XYZ file:
```
276
Properties=species:S:1:pos:R:3:forces:R:3
C 8.54233 7.80245 4.69879 -0.555 -0.089 0.433
O 7.34956 7.05476 4.86875 -0.666 0.695 0.460
C 6.17147 7.86556 5.25271 0.957 -1.041 -1.084
C 4.97977 6.85606 5.26623 1.458 1.685 -1.242
N 4.75939 6.27540 6.53874 -0.675 0.117 0.646
C 3.53857 5.43809 6.49510 1.756 -0.118 0.867
C 3.70882 4.14142 5.66709 -1.206 1.702 -0.733
O 3.50936 4.43011 4.21836 -0.349 -0.570 2.969
C 3.35899 3.24531 3.50128 0.679 -0.001 -1.705
H 8.81238 8.25560 5.65264 0.395 -0.012 0.134
H 8.44758 8.61934 3.98339 -0.261 0.068 -0.288
H 9.31305 7.12126 4.33815 -0.010 0.045 0.193
H 6.12245 8.64841 4.49585 -0.597 -0.105 -0.460
H 6.33811 8.44871 6.15840 0.029 -0.576 0.603
H 5.28280 6.05801 4.58845 -0.202 0.330 -0.750
H 4.09257 7.36333 4.88719 -0.117 -0.125 0.040
H 5.59762 5.72492 6.65891 -0.112 -0.521 0.723
H 2.72548 6.13539 6.29315 -0.203 -0.488 -0.656
H 3.39614 5.15690 7.53853 -0.212 -0.415 0.051
H 2.98480 3.43157 6.06710 -0.284 -0.293 -0.563
H 4.69121 3.73080 5.90035 0.298 -0.036 -0.416
H 3.08672 3.55511 2.49232 -0.137 0.035 -0.168
H 2.63693 2.48410 3.79671 -0.125 0.366 0.714
H 4.33966 2.78190 3.39335 0.151 -0.515 0.120
C -8.75866 -4.89218 4.00578 0.498 0.784 0.224
O -9.36610 -3.75443 3.36672 -0.910 -1.419 0.490
C -10.76678 -3.92442 3.09806 -0.352 1.336 -1.407
C -11.23129 -2.66655 2.37513 -0.079 0.799 0.546
N -10.63440 -2.54290 1.08632 0.801 0.599 -1.141
C -10.79148 -1.19965 0.47130 -0.719 -1.471 0.246
C -10.24047 -1.15320 -0.93116 1.538 -0.102 -0.559
O -8.81639 -1.21709 -0.76917 1.120 0.171 0.831
C -7.98018 -1.14399 -1.94302 -1.913 -0.103 0.817
H -8.76797 -5.83798 3.46404 -0.332 0.168 -0.519
H -9.14123 -5.09472 5.00615 -0.455 0.189 0.058
H -7.71726 -4.60661 4.15420 0.034 -0.038 -0.134
H -11.45746 -4.01571 3.93635 0.599 -0.480 0.585
H -10.97525 -4.66854 2.32934 0.374 -0.871 0.381
H -11.02705 -1.80050 3.00469 0.332 0.308 0.391
H -12.31154 -2.61381 2.23957 -0.297 -0.547 0.169
H -9.66646 -2.82684 1.13694 0.230 0.248 -0.080
H -10.36544 -0.35425 1.01156 0.371 -0.054 0.394
H -11.87217 -1.06800 0.52495 -0.172 0.389 -0.547
H -10.48223 -0.22096 -1.44160 -0.268 0.304 0.013
H -10.49496 -1.97528 -1.60012 -0.654 -0.244 0.231
H -8.06533 -2.12219 -2.41628 0.094 0.151 -0.681
H -6.93334 -0.95228 -1.70746 -0.302 0.048 0.464
H -8.39863 -0.30315 -2.49615 0.432 -0.139 -0.765
C -10.88851 -7.07575 -6.39472 -0.182 -0.161 -0.732
O -9.70413 -6.61144 -5.79438 0.263 -1.103 0.721
C -9.21317 -7.59978 -4.87079 0.327 0.128 0.078
C -7.74317 -7.37873 -4.50444 -1.155 0.098 0.606
N -7.50867 -6.06591 -3.90850 0.089 -0.191 -0.546
C -6.10920 -5.82646 -3.60643 -0.314 0.268 1.589
C -5.94725 -4.36874 -3.08710 0.705 0.090 -1.149
O -4.57853 -3.94071 -3.18046 -0.420 1.896 0.623
C -4.51468 -2.47734 -2.91848 0.626 -1.283 -0.934
H -11.77288 -7.15695 -5.76275 0.018 0.622 0.556
H -10.79548 -8.10055 -6.75419 0.448 -0.172 -0.321
H -11.08885 -6.43243 -7.25153 -0.146 0.018 0.139
H -9.25617 -8.61123 -5.27477 -0.080 -0.087 -0.661
H -9.86909 -7.67650 -4.00361 0.006 0.546 0.349
H -7.14506 -7.71232 -5.35243 0.420 0.730 -0.476
H -7.50596 -8.13152 -3.75268 -0.071 -0.069 0.304
H -7.85323 -5.32028 -4.49622 -0.201 -0.115 -0.323
H -5.43944 -6.09062 -4.42481 0.246 0.530 -0.261
H -5.88057 -6.52359 -2.80031 0.350 -0.043 0.146
H -6.33149 -4.10310 -2.10226 -0.067 -0.832 0.384
H -6.54655 -3.73678 -3.74252 -0.150 0.206 -0.464
H -4.93721 -2.17045 -1.96173 -0.192 -0.303 0.048
H -4.93757 -1.90752 -3.74586 -0.701 -0.247 0.114
H -3.48265 -2.13084 -2.97279 0.224 -0.524 0.326
C -13.32370 5.69183 -3.84347 0.015 -0.304 0.524
O -12.68161 4.72656 -3.02162 -0.887 -0.984 -1.215
C -12.83016 3.40077 -3.62645 1.355 -0.131 2.145
C -11.60658 2.99421 -4.49715 -0.680 1.153 -1.015
N -10.29321 3.59696 -4.12316 -1.307 -2.145 -0.185
C -9.82187 2.88117 -2.93630 1.514 1.242 0.945
C -8.33169 3.15528 -2.71014 1.028 -0.167 -0.016
O -7.69757 2.32429 -1.72874 -0.469 0.088 0.423
C -7.95888 2.62938 -0.37516 -0.022 0.573 0.472
H -12.67978 5.83668 -4.71093 -0.352 0.642 -0.233
H -13.52235 6.57036 -3.22961 0.505 0.233 -0.280
H -14.30990 5.32076 -4.12241 -0.044 -0.012 -0.370
H -13.77771 3.16358 -4.11017 -0.090 0.785 -0.431
H -12.90458 2.82208 -2.70575 0.420 -0.587 -0.088
H -11.79304 3.34904 -5.51077 -0.161 0.156 -0.163
H -11.63919 1.91117 -4.61575 0.582 -0.090 0.366
H -10.59203 4.51481 -3.82591 0.374 0.388 0.187
H -9.83284 1.79145 -2.95806 -0.855 0.014 -0.421
H -10.36738 3.31130 -2.09635 -0.150 -0.702 0.556
H -8.10475 4.20228 -2.50918 -0.213 0.266 0.235
H -7.73402 2.90406 -3.58638 -0.444 0.050 -0.419
H -7.28428 2.07665 0.27868 -0.170 -0.508 -0.307
H -8.99432 2.50039 -0.05998 -0.179 -0.567 -0.175
H -7.75877 3.66167 -0.08808 0.246 0.529 -0.554
C 2.10047 -0.17343 4.06495 1.319 0.246 0.557
O 3.31598 0.33430 4.72575 -1.784 -0.567 -0.306
C 4.52739 -0.14730 4.18328 -0.107 -0.210 0.749
C 5.64961 0.30987 5.13112 -1.331 0.673 -0.276
N 5.53501 -0.07151 6.53649 0.970 -0.949 -0.421
C 5.96926 -1.44127 6.67582 -0.137 -1.353 2.297
C 5.81510 -1.86365 8.18482 -0.133 0.080 0.067
O 4.44097 -1.81031 8.51371 -0.782 -0.426 -1.182
C 4.02962 -1.76263 9.83765 0.418 0.820 1.105
H 2.12562 0.11731 3.01475 -0.244 0.085 -0.061
H 1.21069 0.19987 4.57194 0.301 0.532 -0.025
H 1.99300 -1.25516 4.14498 0.461 -0.256 -0.037
H 4.71103 0.24229 3.18198 0.093 0.209 -0.191
H 4.48600 -1.23386 4.10719 -0.009 -0.344 0.019
H 5.55301 1.39545 5.14806 0.579 0.184 -0.464
H 6.57314 -0.04895 4.67678 0.252 0.428 0.322
H 4.57570 -0.15540 6.84109 -0.456 0.763 -0.204
H 6.99772 -1.68202 6.40674 0.213 0.638 -0.188
H 5.33762 -2.08842 6.06727 -0.081 -0.523 0.013
H 6.37438 -1.23137 8.87440 0.139 0.751 -0.308
H 6.19261 -2.84808 8.46136 0.084 -0.518 -0.678
H 3.04423 -2.19227 10.01796 -0.005 -0.144 -0.588
H 3.98769 -0.72152 10.15772 -0.165 0.310 0.102
H 4.69987 -2.22079 10.56495 0.367 -0.467 -0.211
C 3.18745 0.46182 -4.14674 0.510 -0.174 -1.100
O 2.54678 -0.78321 -3.85033 -1.519 0.076 -0.793
C 1.58390 -1.23155 -4.86756 0.693 -1.072 -0.980
C 1.29904 -2.75899 -4.74489 -1.111 0.542 -0.337
N 0.89115 -3.07237 -3.37242 -0.354 -0.130 -0.468
C -0.48407 -2.54314 -3.02787 0.699 -0.962 1.824
C -0.87968 -2.99518 -1.52397 1.811 0.791 -1.309
O -0.09140 -2.27086 -0.57793 -0.292 -0.189 0.389
C 1.18800 -2.79747 -0.21030 -0.980 0.464 -0.400
H 3.76967 0.88898 -3.33025 -0.117 -0.805 0.384
H 2.59843 1.30926 -4.49747 -1.023 -0.298 0.143
H 3.84345 0.26503 -4.99470 0.449 0.083 -0.010
H 1.95746 -1.22464 -5.89153 0.801 0.857 -0.110
H 0.65243 -0.66939 -4.93436 0.029 0.386 0.781
H 2.08239 -3.35848 -5.20866 0.977 0.002 1.179
H 0.54720 -3.11045 -5.45152 -0.839 0.793 -0.064
H 1.56928 -2.42627 -2.99453 -0.126 -0.185 1.664
H -1.28855 -2.90643 -3.66735 0.372 -0.251 -0.430
H -0.46111 -1.45440 -3.07468 -0.367 0.144 0.095
H -0.66319 -4.04853 -1.34595 -0.255 -0.252 -0.487
H -1.93006 -2.78868 -1.31860 0.038 0.102 -0.029
H 1.34045 -2.43676 0.80694 0.373 0.055 -0.075
H 1.91749 -2.41332 -0.92330 0.435 -0.090 0.322
H 1.20883 -3.88725 -0.20355 -0.074 -0.151 -0.108
C 8.01583 4.52697 3.25840 -0.680 0.780 0.614
O 8.26423 3.34929 2.56500 1.172 0.079 0.794
C 7.29131 2.99077 1.66534 0.119 -0.775 -1.714
C 7.74891 1.64619 1.08457 0.341 0.247 2.281
N 7.86489 0.63730 2.23843 -0.610 -0.920 -3.076
C 8.32727 -0.64268 1.58632 -0.336 -0.381 2.131
C 8.66119 -1.67940 2.73692 -0.021 1.727 -1.727
O 9.92381 -1.28154 3.22449 -0.115 0.104 0.881
C 10.24863 -2.01960 4.39012 0.694 0.138 -0.336
H 7.22780 4.35107 3.99064 0.093 0.039 0.490
H 7.62848 5.36926 2.68517 -0.050 -0.108 -0.776
H 8.91706 4.93009 3.72033 0.053 -0.573 0.178
H 7.33450 3.71409 0.85107 -0.456 0.297 -0.338
H 6.27449 2.95896 2.05670 -0.130 -0.039 0.405
H 8.70524 1.85723 0.60602 0.387 -0.234 0.078
H 7.11599 1.29409 0.26998 -0.375 -0.303 0.422
H 8.53777 0.87038 2.95466 0.281 0.664 -0.333
H 9.20698 -0.47010 0.96629 0.177 -0.180 -0.042
H 7.53227 -1.04912 0.96110 -0.104 0.109 -0.016
H 8.67122 -2.71145 2.38639 0.074 -0.199 -0.156
H 7.89819 -1.56896 3.50746 -0.169 -0.091 0.198
H 9.41997 -2.06338 5.09688 -0.258 -0.358 -0.131
H 11.06879 -1.56485 4.94569 0.083 0.360 -0.345
H 10.61790 -2.98308 4.03877 -0.324 -0.494 0.486
C 3.85053 0.53771 0.45416 -0.166 0.538 0.225
O 2.95835 0.87452 -0.60097 1.471 -0.268 0.240
C 1.64538 1.06870 -0.14198 -0.393 -0.414 -0.941
C 0.85823 0.99032 -1.44633 -1.334 0.263 -0.715
N -0.55874 1.44141 -1.42440 0.474 0.072 0.527
C -1.39000 0.43477 -0.83862 -1.994 -1.083 -0.116
C -2.91013 0.70972 -0.89477 1.125 0.886 1.308
O -3.34293 1.04291 -2.18769 -0.225 -0.418 0.187
C -4.72298 1.31935 -2.15667 -0.665 0.817 -0.586
H 3.99720 1.43019 1.06249 0.172 0.107 0.345
H 4.83148 0.18503 0.13566 -0.177 0.149 -0.642
H 3.45691 -0.24402 1.10383 -0.340 -0.190 -0.002
H 1.46849 1.99801 0.39948 0.217 0.271 0.078
H 1.43437 0.22718 0.51788 -0.565 -0.024 0.203
H 0.89323 -0.03556 -1.81300 0.222 -0.178 0.028
H 1.27423 1.61440 -2.23727 0.714 0.056 0.321
H -0.88483 1.50034 -2.37849 0.241 0.238 -0.489
H -1.08557 0.19568 0.18033 -0.120 0.131 0.124
H -1.34895 -0.50997 -1.38074 0.629 -0.096 -0.106
H -3.17608 1.52195 -0.21825 0.045 0.576 0.062
H -3.44687 -0.12556 -0.44495 -0.080 -0.612 -0.392
H -5.34567 0.42875 -2.07185 0.136 -0.159 0.278
H -5.04311 1.82495 -3.06770 0.375 -0.213 -0.248
H -4.96403 2.04299 -1.37799 0.023 -0.204 0.387
C 8.54274 -6.53005 -5.96882 0.385 0.955 0.491
O 9.44041 -5.93791 -5.03508 1.023 -0.881 -0.019
C 8.86926 -5.07082 -4.08930 -0.789 -0.414 -0.413
C 9.88148 -4.50799 -3.10040 0.395 -0.862 -1.045
N 9.35693 -4.09789 -1.83919 0.366 0.915 0.169
C 8.49589 -2.93087 -1.81506 -0.122 1.362 0.378
C 9.03284 -1.63387 -2.50952 -0.082 0.096 0.153
O 8.42973 -0.42601 -1.95144 0.574 -1.241 -1.003
C 7.02541 -0.37909 -2.17756 0.380 0.401 0.558
H 7.80842 -7.21849 -5.55059 0.093 -0.152 0.481
H 9.16930 -7.06632 -6.68152 -0.220 0.204 -0.112
H 7.97866 -5.70352 -6.40098 -0.125 -0.114 -0.649
H 8.16133 -5.66167 -3.50806 -0.592 0.189 0.148
H 8.38103 -4.29472 -4.67871 -0.534 0.381 0.326
H 10.43684 -3.71916 -3.60777 0.144 0.188 0.278
H 10.56888 -5.33866 -2.94047 0.290 0.082 0.135
H 9.10382 -4.88184 -1.25483 -0.315 0.343 -0.010
H 8.35392 -2.52045 -0.81531 0.198 -0.640 0.507
H 7.47221 -3.09066 -2.15368 -0.205 -0.285 -0.429
H 8.88450 -1.65473 -3.58918 -0.402 0.056 -0.225
H 10.11147 -1.51454 -2.40750 -0.023 -0.089 0.509
H 6.55846 -0.80048 -1.28734 -0.560 -0.333 -0.276
H 6.73248 -0.85996 -3.11086 -0.062 -0.281 0.067
H 6.72055 0.66488 -2.25028 0.116 0.131 0.025
C 4.59349 4.05058 -0.79984 0.826 1.296 -0.279
C 3.99503 4.03086 -2.20474 0.220 -1.257 0.771
O 4.93742 4.37473 -3.23914 -0.550 -0.239 0.732
O 4.89228 5.42421 -0.60217 -0.039 1.116 0.946
H 5.54852 3.57670 -0.57304 -0.098 -1.004 -0.803
H 3.92297 3.72372 -0.00507 -0.439 0.122 -0.289
H 3.18301 4.75628 -2.15477 -0.130 -0.112 -0.194
H 3.59518 3.02504 -2.33328 -0.058 -0.027 -0.723
H 4.80602 5.31193 -3.40036 0.120 0.041 -0.126
H 5.68580 5.62262 -1.10473 0.068 -0.034 0.003
C -1.03026 4.54986 -2.77568 -1.259 0.911 -0.819
C -0.75633 6.01870 -3.19458 0.313 -2.264 1.235
O -1.43714 6.21474 -4.43511 0.879 0.515 0.889
O -0.57536 4.30373 -1.48430 0.579 0.581 0.191
H -0.68169 3.82174 -3.50810 0.666 0.124 -0.176
H -2.10833 4.39479 -2.81866 -0.466 0.181 0.025
H 0.32690 6.10643 -3.11086 0.470 0.177 -1.370
H -0.99166 6.62707 -2.32131 -1.199 0.509 -0.300
H -1.02488 6.97262 -4.85613 -0.120 0.098 -0.196
H -0.47427 3.34936 -1.46052 0.004 -0.788 0.780
C 4.04790 -3.85224 1.96941 1.411 0.242 -1.078
C 5.33301 -2.99485 1.78095 -0.243 -0.709 0.096
O 5.72427 -2.85514 0.42603 -0.481 0.116 -0.596
O 4.35696 -5.25026 1.88043 0.061 0.395 0.181
H 3.51286 -3.61581 1.04966 -0.783 0.375 0.312
H 3.51076 -3.64950 2.89596 -0.024 0.308 -0.063
H 6.20313 -3.45866 2.24558 -0.229 0.122 0.921
H 5.14027 -1.97444 2.11220 0.177 -0.138 0.311
H 5.75020 -3.73104 0.03395 0.077 -0.182 -0.107
H 3.49214 -5.65586 1.78456 0.095 -0.467 -0.031
C -3.37980 0.22867 -6.09015 0.296 -0.123 -0.856
C -2.35746 1.30140 -5.74915 -0.779 -0.115 2.434
O -1.81610 1.17734 -4.38289 0.432 -0.530 -2.003
O -4.33919 0.05397 -5.06562 0.255 0.204 0.321
H -2.90921 -0.71262 -6.37407 0.171 -0.260 0.283
H -3.89542 0.58579 -6.98161 0.028 0.097 -0.322
H -2.95226 2.21064 -5.66193 0.388 0.501 -0.822
H -1.54313 1.29792 -6.47369 -0.147 0.306 0.138
H -2.56615 0.92151 -3.84107 -0.287 -0.041 0.568
H -4.98841 -0.57626 -5.38646 -0.075 0.025 0.008
C -1.45462 -1.48184 3.49486 -1.237 0.094 -1.250
C -2.98233 -1.65903 3.16570 0.886 0.433 0.236
O -3.72342 -0.67682 3.89415 0.664 0.245 0.281
O -1.02166 -2.07103 4.66577 0.165 -0.248 1.351
H -1.22485 -0.41635 3.49990 -0.112 0.164 -0.255
H -0.86012 -1.94433 2.70698 -0.217 0.008 -0.355
H -3.33091 -2.66169 3.41322 0.155 -0.141 0.086
H -3.05373 -1.52611 2.08620 -0.261 0.162 -0.185
H -4.65037 -0.58426 3.66221 0.076 -0.453 -0.344
H -1.11404 -1.40433 5.35030 -0.042 -0.244 0.332
C -1.37954 3.86997 3.31412 0.124 0.425 2.703
C -1.35943 2.38322 3.42045 -0.447 -0.626 -1.032
O -0.66530 1.88023 2.31255 1.237 -1.081 -0.778
O -2.34824 4.42982 2.47599 -0.063 -0.115 -0.311
H -0.37967 4.29412 3.22221 0.226 -0.286 -0.867
H -1.54185 4.14134 4.35725 -0.908 0.733 0.192
H -2.32315 1.87717 3.36343 -0.691 0.670 0.475
H -0.92915 2.01697 4.35255 0.553 0.243 -0.101
H -1.18985 2.10953 1.54193 0.029 -0.016 -0.273
H -1.93166 4.70139 1.65484 0.033 0.033 -0.151
```
Forces are in eV/Å.

The calculated total energy is -146029.72696 eV. The charge is 0. The energy above the lowest of the compared OMol25 structures with the same formula, charge and spin is 0.0 kcal/mol. For the HOMO energy, the calculation gives -8.4167 eV. The HOMO-LUMO gap is 8.7 eV.